[1]
{"formula": "C19H27N3O3", "method": "the ωB97M-V functional and the def2-TZVPD basis", "species": ["O", "O", "O", "N", "N", "N", "C", "C", "C", "C", "C", "C", "C", "C", "C", "C", "C", "C", "C", "C", "C", "C", "C", "C", "C", "H", "H", "H", "H", "H", "H", "H", "H", "H", "H", "H", "H", "H", "H", "H", "H", "H", "H", "H", "H", "H", "H", "H", "H", "H", "H", "H"], "positions_angstrom": [[-2.638, -1.028, -2.270], [-0.750, 2.670, -0.618], [-0.257, -1.863, -1.043], [-1.435, 2.199, 1.403], [-3.423, -0.785, -0.170], [-2.439, 1.914, 0.542], [5.658, 0.014, -0.409], [-1.739, -1.173, 2.362], [3.324, 0.585, -0.589], [4.062, -1.666, -1.009], [-2.013, 2.195, -0.646], [-3.852, 0.981, -1.769], [2.226, 1.608, -0.469], [-2.908, -2.048, 0.308], [-2.736, 2.016, -1.927], [-3.240, -0.372, -1.434], [-0.445, 2.639, 0.702], [4.641, 0.948, -0.331], [1.913, 1.894, 1.003], [-1.096, -3.383, 1.357], [0.895, 3.032, 1.187], [-1.564, -1.957, 1.061], [3.044, -0.731, -0.932], [5.370, -1.298, -0.746], [-0.502, -1.253, 0.192], [-0.206, -3.363, 1.981], [2.537, 2.537, -0.954], [0.450, -1.269, 0.731], [-0.851, -3.893, 0.429], [-2.790, -2.694, -0.566], [3.829, -2.686, -1.277], [-2.022, 1.689, -2.686], [4.872, 1.972, -0.074], [-4.381, 0.886, -2.718], [6.164, -2.028, -0.807], [1.530, 0.990, 1.479], [1.228, 3.914, 0.637], [-3.151, 2.977, -2.244], [-1.037, -1.741, -1.615], [2.834, 2.178, 1.516], [-2.013, -0.139, 2.171], [6.677, 0.311, -0.208], [-0.809, -1.172, 2.927], [-1.870, -3.944, 1.876], [2.030, -1.032, -1.147], [1.333, 1.241, -0.977], [-4.546, 1.297, -0.992], [0.803, 3.275, 2.245], [-0.794, -0.202, 0.053], [-2.510, -1.632, 2.978], [-3.656, -2.491, 0.971], [-3.746, -0.119, 0.516]], "atomic_forces_ev_per_a": [[0.3, -0.1, -0.5], [0.1, 0.0, -0.2], [0.0, -0.3, -0.4], [1.0, 0.4, 0.7], [-0.1, -0.2, 0.3], [-0.8, -0.1, -1.0], [0.1, 0.0, 0.0], [0.0, -0.1, -0.3], [0.0, 0.1, -0.1], [0.0, -0.1, 0.0], [-0.3, -0.1, 0.4], [0.3, 0.0, -0.1], [0.1, -0.1, 0.2], [0.3, -0.2, 0.0], [0.0, 0.1, -0.2], [-0.6, 0.3, 0.3], [-0.3, 0.0, 0.5], [0.0, 0.0, 0.0], [-0.1, 0.2, -0.2], [-0.1, 0.2, -0.2], [0.2, -0.2, -0.1], [0.1, 0.0, -0.1], [0.0, 0.0, 0.0], [0.1, -0.1, 0.0], [-0.2, 0.1, 0.4], [0.1, 0.0, 0.1], [-0.1, 0.0, 0.0], [0.0, 0.1, 0.1], [0.0, -0.1, -0.1], [-0.1, 0.0, 0.1], [0.0, -0.1, 0.0], [-0.1, 0.0, 0.0], [0.0, 0.1, 0.0], [0.0, 0.0, 0.1], [0.1, -0.1, 0.0], [0.1, 0.0, 0.1], [0.0, 0.1, 0.1], [0.0, -0.1, 0.0], [0.1, 0.1, 0.1], [0.0, -0.1, 0.0], [0.0, 0.1, 0.0], [0.1, 0.0, 0.0], [0.1, 0.0, 0.1], [-0.1, -0.1, 0.1], [-0.2, 0.0, 0.0], [0.0, 0.0, -0.1], [0.0, 0.0, -0.1], [-0.1, 0.1, -0.1], [0.0, 0.0, 0.1], [-0.1, -0.1, 0.1], [0.1, -0.1, 0.0], [0.0, 0.1, -0.2]], "smiles": "CC(C)(CO)CNC(=O)CCc1nnc(CCCc2ccccc2)o1", "homo_energy_ev": -8.98, "total_charge": 0}

---

[2]
{"formula": "C19H27N3O4S", "method": "the ωB97M-V functional and the def2-TZVPD basis", "species": ["S", "O", "O", "O", "O", "N", "N", "N", "C", "C", "C", "C", "C", "C", "C", "C", "C", "C", "C", "C", "C", "C", "C", "C", "C", "C", "C", "H", "H", "H", "H", "H", "H", "H", "H", "H", "H", "H", "H", "H", "H", "H", "H", "H", "H", "H", "H", "H", "H", "H", "H", "H", "H", "H"], "positions_angstrom": [[3.862, 1.505, -0.148], [-4.040, 2.708, -0.591], [4.103, 1.720, 1.251], [4.526, 2.340, -1.103], [2.198, -1.600, -1.446], [4.279, -0.063, -0.492], [-1.916, 2.364, -1.219], [0.527, -2.168, -0.064], [1.601, 1.425, -1.718], [-1.290, -1.168, 1.231], [-2.880, 2.575, -0.276], [2.100, 1.686, -0.457], [-2.388, 2.561, 1.155], [-2.419, -1.786, -2.425], [4.073, -1.044, 0.542], [1.290, 2.193, 0.542], [1.767, -1.697, -0.306], [-1.489, -1.463, -1.262], [-0.050, 2.439, 0.296], [-0.963, 3.088, 1.296], [-2.016, -1.212, 2.572], [2.604, -1.307, 0.905], [-0.157, -2.203, 1.206], [0.259, 1.641, -1.973], [-0.347, -2.481, -1.178], [-2.245, -1.442, 0.068], [-0.569, 2.142, -0.969], [4.592, -0.670, 1.427], [-1.344, -0.945, 3.384], [-1.039, -0.478, -1.424], [-2.439, 1.523, 1.495], [-0.584, -3.206, 1.337], [-0.957, 4.168, 1.113], [4.544, -1.973, 0.212], [-2.856, -0.521, 2.579], [-0.752, -3.489, -1.035], [0.254, -2.463, -2.088], [-0.598, 2.924, 2.310], [-3.025, -0.679, 0.036], [-0.150, 1.440, -2.952], [-2.403, -2.211, 2.760], [-1.874, -1.772, -3.365], [-0.837, -0.179, 1.091], [2.258, 1.063, -2.491], [-3.224, -1.057, -2.479], [2.181, -0.400, 1.346], [2.580, -2.105, 1.649], [3.906, -0.371, -1.381], [-2.860, -2.772, -2.299], [-3.085, 3.140, 1.762], [1.733, 2.413, 1.501], [0.531, -2.017, 2.028], [-2.732, -2.408, 0.223], [-2.236, 2.293, -2.177]], "atomic_forces_ev_per_a": [[0.2, 0.0, -0.4], [-0.2, 0.1, 0.0], [-0.3, -0.3, 0.1], [-0.2, -0.2, -0.2], [0.3, 0.0, -0.4], [0.0, 1.1, 0.0], [0.1, 0.0, -0.6], [-0.2, -0.2, -0.1], [-0.1, 0.1, -0.1], [-0.2, -0.3, 0.2], [-0.2, -0.1, 0.3], [0.7, 0.0, 0.2], [0.0, 0.2, 0.1], [0.2, 0.1, 0.2], [-0.3, -0.3, 0.5], [-0.1, 0.0, 0.0], [0.0, -0.1, 0.5], [-0.2, -0.3, 0.0], [0.0, 0.0, -0.1], [0.0, 0.0, 0.0], [0.2, 0.1, -0.2], [0.4, 0.0, -0.3], [-0.1, 0.4, 0.3], [0.1, 0.1, 0.1], [0.0, 0.3, -0.4], [0.4, 0.4, -0.1], [0.6, -0.1, 0.3], [0.0, -0.3, 0.0], [0.0, 0.0, 0.2], [0.0, -0.1, 0.0], [0.0, 0.0, 0.0], [0.0, 0.0, 0.1], [0.0, 0.0, 0.1], [0.0, 0.1, 0.0], [-0.1, 0.1, 0.0], [0.0, 0.0, 0.0], [-0.1, -0.1, 0.1], [0.0, 0.1, 0.0], [-0.1, 0.0, 0.0], [0.0, -0.1, -0.1], [-0.1, -0.1, 0.1], [0.0, 0.0, -0.2], [0.0, 0.0, 0.0], [0.0, -0.1, -0.2], [-0.1, 0.1, 0.0], [-0.1, -0.1, 0.1], [-0.1, 0.1, 0.1], [0.0, 0.0, -0.2], [-0.1, -0.1, 0.0], [0.0, -0.1, -0.1], [0.0, 0.1, 0.2], [0.0, -0.1, 0.0], [-0.1, -0.1, 0.0], [-0.1, 0.0, 0.2]], "smiles": "C[C@@H]1C[C@H](C)CN(C(=O)CCNS(=O)(=O)c2ccc3c(c2)CCC(=O)N3)C1", "homo_energy_ev": -8.90, "total_charge": 0}

---

[3]
{"formula": "C19H27N3O5S", "method": "the ωB97M-V functional and the def2-TZVPD basis", "species": ["S", "O", "O", "O", "O", "O", "N", "N", "N", "C", "C", "C", "C", "C", "C", "C", "C", "C", "C", "C", "C", "C", "C", "C", "C", "C", "C", "C", "H", "H", "H", "H", "H", "H", "H", "H", "H", "H", "H", "H", "H", "H", "H", "H", "H", "H", "H", "H", "H", "H", "H", "H", "H", "H", "H"], "positions_angstrom": [[0.378, 1.313, -3.583], [-0.262, -1.933, 4.625], [-0.007, 1.314, 4.669], [-1.578, 0.267, 1.269], [-0.562, 2.330, -3.207], [1.595, 1.715, -4.226], [-1.913, -0.615, 3.793], [-0.312, 0.121, -4.524], [1.869, -1.946, 1.168], [1.951, -0.427, -2.180], [-2.564, -0.378, 5.056], [0.805, 0.357, -2.129], [-0.067, -1.196, 2.383], [-1.593, -0.374, -4.073], [2.315, -1.190, -1.095], [-2.796, 0.521, -4.367], [-0.748, -1.276, 3.715], [1.085, -1.909, 2.263], [-0.655, 1.059, 5.898], [3.061, -2.761, 1.167], [0.021, 0.373, -1.004], [-0.537, -0.384, 1.278], [0.357, -0.408, 0.106], [-2.161, 0.973, 5.658], [1.526, -1.195, 0.067], [0.015, 0.137, -5.935], [1.386, 1.198, 4.749], [-0.437, 1.390, -6.680], [-0.288, 0.114, 6.324], [-1.740, -1.365, -4.517], [3.149, -3.265, 2.127], [-3.661, 0.154, -3.820], [1.680, 0.181, 5.040], [-2.685, 1.112, 6.604], [2.548, -0.404, -3.077], [-1.519, 1.472, -6.710], [3.214, -1.782, -1.149], [-0.415, -0.762, -6.386], [1.399, -2.499, 3.114], [3.949, -2.144, 1.015], [-0.426, 1.870, 6.609], [-3.647, -0.410, 4.906], [-1.499, -0.499, -2.991], [1.775, 1.422, 3.757], [-2.147, -0.011, 3.009], [-0.860, 0.995, -0.954], [1.805, 1.908, 5.474], [-0.060, 1.364, -7.700], [-2.578, 1.535, -4.044], [-2.269, -1.186, 5.730], [-2.442, 1.777, 4.976], [-3.036, 0.523, -5.427], [3.011, -3.516, 0.380], [1.105, 0.073, -5.992], [-0.034, 2.266, -6.178]], "atomic_forces_ev_per_a": [[0.0, -0.7, 0.2], [0.2, -0.1, 0.3], [-0.2, 0.1, -0.1], [0.0, 0.1, -0.1], [-0.1, -0.2, 0.2], [0.1, -0.2, -0.1], [-0.2, 0.1, -0.2], [0.5, 0.7, 0.6], [-0.1, 0.0, 0.2], [0.1, -0.1, 0.1], [0.0, 0.1, 0.3], [-0.3, 0.4, -0.3], [0.1, 0.1, 0.1], [-0.5, 0.0, 0.2], [0.0, 0.0, -0.1], [0.1, -0.1, 0.0], [-0.2, -0.1, -0.4], [-0.4, 0.1, 0.2], [-0.1, 0.1, 0.2], [0.4, -0.2, -0.1], [0.0, 0.1, 0.0], [0.2, -0.2, 0.0], [0.2, 0.0, -0.2], [0.4, -0.3, -0.1], [-0.4, 0.5, -0.4], [0.4, 0.3, -0.4], [0.1, 0.0, 0.1], [0.0, -0.2, 0.1], [0.0, 0.1, 0.0], [0.1, 0.1, 0.1], [0.0, 0.0, 0.0], [-0.1, 0.0, 0.0], [0.0, 0.0, 0.0], [0.0, 0.1, 0.0], [0.2, -0.1, -0.1], [-0.1, 0.0, 0.0], [0.1, -0.1, 0.0], [0.1, 0.0, 0.1], [0.0, 0.0, 0.0], [0.0, 0.0, 0.0], [0.0, -0.1, -0.1], [0.1, -0.1, 0.1], [-0.2, -0.2, -0.1], [0.1, 0.0, 0.0], [0.1, -0.2, 0.0], [-0.1, 0.0, 0.1], [0.0, 0.0, 0.0], [0.0, 0.1, -0.1], [-0.1, 0.1, 0.0], [-0.2, 0.1, -0.1], [-0.1, 0.1, 0.1], [-0.1, 0.0, -0.1], [0.0, 0.0, 0.0], [-0.1, -0.1, -0.2], [0.0, 0.1, -0.1]], "smiles": "CCN(CC)S(=O)(=O)c1ccc2c(c1)c(=O)c(C(=O)NCCCOC)cn2C", "homo_energy_ev": -8.75, "total_charge": 0}

---

[4]
{"formula": "C19H27N5O2PbS", "method": "the ωB97M-V functional and the def2-TZVPD basis", "species": ["Pb", "S", "O", "O", "N", "N", "N", "N", "N", "C", "C", "C", "C", "C", "C", "C", "C", "C", "C", "C", "C", "C", "C", "C", "C", "C", "C", "C", "H", "H", "H", "H", "H", "H", "H", "H", "H", "H", "H", "H", "H", "H", "H", "H", "H", "H", "H", "H", "H", "H", "H", "H", "H", "H", "H"], "positions_angstrom": [[-1.345, -0.525, -0.467], [-4.835, 0.212, -0.053], [-1.030, 1.715, -1.188], [-1.265, -0.627, 1.929], [6.036, -0.259, 0.590], [1.112, -0.603, -0.487], [-6.627, -1.816, -0.363], [6.188, -1.069, -1.488], [-7.518, 0.184, -0.379], [3.208, -0.290, 0.617], [5.371, -0.677, -0.495], [-7.663, 1.609, -0.254], [-8.057, -2.099, -0.523], [9.851, -0.722, -0.784], [7.487, -0.926, -1.017], [-1.944, 2.865, -1.241], [3.897, -0.671, -0.534], [3.154, -1.026, -1.657], [-1.913, 0.303, 2.886], [-1.236, 1.644, 2.786], [8.712, -1.014, -1.607], [8.490, -0.123, 1.102], [-8.650, -0.696, -0.561], [7.331, -0.423, 0.299], [1.775, -0.975, -1.596], [9.730, -0.237, 0.521], [1.829, -0.275, 0.605], [-6.313, -0.533, -0.269], [-9.137, -0.450, -1.514], [-7.780, 1.862, 0.809], [-0.145, 2.022, -1.424], [-5.947, -2.551, -0.236], [-1.280, -1.520, 2.302], [-9.396, -0.502, 0.220], [10.838, -0.899, -1.193], [-1.618, 3.621, -0.532], [-1.809, -0.129, 3.878], [5.931, -1.462, -2.382], [-0.211, 1.605, 3.153], [-1.956, 3.263, -2.252], [-8.237, -2.655, -1.443], [1.185, -1.253, -2.462], [-2.971, 0.363, 2.633], [-1.782, 2.365, 3.395], [8.375, 0.099, 2.156], [-1.240, 2.016, 1.754], [3.754, -0.013, 1.509], [-2.933, 2.502, -0.974], [-8.432, -2.695, 0.308], [-8.559, 1.928, -0.784], [-6.774, 2.110, -0.628], [10.620, -0.007, 1.090], [8.842, -1.223, -2.662], [3.614, -1.341, -2.584], [1.274, -0.005, 1.494]], "atomic_forces_ev_per_a": [[0.2, -0.1, -0.1], [-0.5, -0.2, 0.0], [0.0, 0.1, 0.1], [0.0, 0.0, -0.1], [0.0, -0.1, 0.1], [0.0, 0.0, 0.1], [-0.4, 0.0, 0.1], [-0.1, -0.1, 0.0], [-0.3, 0.1, 0.0], [0.0, 0.0, 0.0], [0.0, 0.0, 0.0], [0.0, 0.1, -0.1], [0.1, -0.1, 0.0], [-0.1, 0.1, -0.1], [0.1, 0.3, 0.0], [-0.1, 0.0, 0.0], [0.0, 0.0, 0.0], [0.0, 0.0, 0.0], [0.0, 0.3, 0.1], [0.0, -0.1, 0.0], [0.1, 0.0, -0.1], [0.0, -0.1, 0.1], [0.0, -0.1, 0.0], [0.1, -0.1, 0.1], [-0.1, 0.0, 0.0], [-0.1, -0.2, 0.1], [0.0, 0.0, 0.0], [0.7, 0.1, 0.0], [0.0, 0.1, 0.0], [0.0, -0.1, 0.0], [0.1, 0.0, 0.0], [0.1, 0.0, -0.1], [0.0, 0.0, 0.0], [0.0, 0.1, 0.0], [0.0, 0.1, -0.1], [0.0, 0.0, 0.0], [0.0, 0.0, 0.0], [0.0, 0.0, 0.0], [0.0, 0.0, 0.0], [0.0, 0.0, 0.0], [0.0, 0.0, 0.0], [0.0, 0.0, 0.0], [0.0, -0.1, 0.0], [0.0, 0.0, 0.0], [-0.1, 0.2, -0.1], [0.0, 0.0, 0.0], [0.0, 0.0, 0.0], [0.0, 0.0, 0.0], [0.0, 0.0, 0.1], [0.0, 0.0, 0.0], [0.0, 0.0, 0.0], [0.0, -0.1, 0.0], [0.1, -0.2, 0.1], [0.0, 0.0, 0.0], [0.0, 0.0, 0.0]], "homo_energy_ev": [-18.88, -18.61], "total_charge": 4}